No. 1
ORCA calculation (the ωB97M-V functional and the def2-TZVPD basis) on C18H29N5O3S in the gas phase.

Positions of all 56 atoms, in Å:
1 H 0.146 -2.207 5.266
2 C -3.358 -0.462 -4.028
3 C -3.199 -1.379 2.427
4 H 3.087 -1.177 1.656
5 C -2.356 1.147 -5.451
6 H -1.666 -0.638 -1.664
7 C -1.150 0.242 -2.039
8 H 2.864 -0.786 -0.076
9 C 0.993 -1.554 3.517
10 C 6.827 4.223 1.426
11 H -5.438 -0.818 -4.532
12 H -4.089 2.410 -5.244
13 H -1.681 2.004 -5.484
14 H -3.392 -2.083 1.617
15 H 4.628 2.851 2.342
16 C -1.448 -1.862 4.072
17 H 2.454 1.598 0.542
18 H -3.745 1.916 -6.930
19 H -0.730 -0.639 -3.968
20 H 5.025 0.470 1.739
21 H -1.984 0.373 -6.146
22 S 0.554 0.145 -1.394
23 C -4.730 0.012 -4.509
24 C -0.834 -1.080 1.928
25 H 7.900 4.347 1.297
26 C 6.417 2.781 1.152
27 O -4.671 0.520 -5.819
28 H 6.569 4.506 2.444
29 H -3.442 -0.373 2.087
30 H 6.703 2.509 0.133
31 N -1.022 -0.649 0.663
32 C 0.519 -1.118 2.241
33 C 2.993 0.938 1.226
34 C 0.201 -0.424 0.203
35 C -1.114 0.312 -3.559
36 N -1.807 -1.438 2.810
37 H 4.781 0.860 0.035
38 H 6.318 4.900 0.744
39 H -5.098 0.791 -3.823
40 N 1.172 -0.697 1.100
41 H -1.614 1.137 -1.628
42 H -3.443 -0.810 -2.998
43 C -3.753 1.585 -5.890
44 C 2.590 -0.511 0.947
45 C 4.914 2.577 1.324
46 O -2.258 -2.193 4.907
47 H -3.021 -1.301 -4.663
48 N -0.090 -1.887 4.333
49 C 4.496 1.134 1.053
50 H -0.421 1.106 -3.854
51 H 6.950 2.116 1.834
52 N -2.422 0.650 -4.086
53 H 4.380 3.242 0.640
54 H 2.706 1.194 2.248
55 O 2.136 -1.651 3.912
56 H -3.794 -1.640 3.300

Computed properties:
Energy relative to the best compared isomer or geometry (same formula, charge and spin) (kJ/mol): 20.6
SMILES string: CCCCCCn1c(SCCN2CCOCC2)nc2c1c(=O)[nH]c(=O)n2C
Highest occupied orbital energy (eV): -8.06
Molecular weight (g/mol): 395.5
Energy (hartree): -1601.04498
Orbital gap (eV): 8.581

---

No. 2
ORCA calculation (the ωB97M-V functional and the def2-TZVPD basis) on 12 unconnected molecules or ions with the total composition C23H70N12O12.

Positions of all 117 atoms, in Å:
1 H -10.379 17.943 21.795
2 O -4.638 17.390 24.314
3 N 0.230 20.245 27.180
4 H 0.737 19.530 27.683
5 H -2.653 12.888 19.785
6 H -7.716 21.249 23.972
7 C -4.012 19.534 29.815
8 H -9.249 14.100 23.973
9 H -8.292 17.043 25.583
10 H -10.254 15.330 23.247
11 C -3.278 13.173 21.611
12 N -2.790 12.475 20.696
13 C -2.465 14.059 28.723
14 C -4.045 9.758 25.199
15 C -4.288 15.179 24.921
16 O 0.457 15.478 25.490
17 H -4.519 21.201 27.512
18 H -3.019 21.351 29.533
19 H 1.187 16.187 23.310
20 H -3.957 21.273 24.555
21 H -3.918 19.482 30.899
22 C -9.871 15.619 25.358
23 H -3.056 14.528 20.168
24 H -8.907 17.398 20.906
25 N -4.028 11.083 24.986
26 H -3.734 15.179 21.689
27 O -10.636 16.757 25.322
28 H -3.991 11.667 25.809
29 N -0.650 13.969 24.404
30 H -7.000 18.927 23.315
31 H -2.226 10.813 27.347
32 N 0.656 15.329 23.358
33 C -6.450 15.191 20.510
34 H -3.629 19.652 27.161
35 H -3.200 15.237 24.897
36 C -4.903 16.998 19.567
37 H -4.608 12.509 28.193
38 H -7.280 17.916 18.959
39 O -5.789 19.796 24.243
40 N -4.833 21.736 24.751
41 H -4.654 14.819 23.959
42 C -9.441 15.172 23.955
43 H -3.302 20.035 20.728
44 H -7.000 17.592 22.132
45 O -7.069 17.526 19.810
46 H -2.642 14.978 28.163
47 C -8.576 16.109 26.066
48 C -2.489 19.442 22.636
49 H -4.946 18.296 24.392
50 O -0.816 20.513 25.242
51 C -4.100 17.145 26.515
52 O -1.809 19.763 28.944
53 H -2.884 17.640 23.150
54 H -6.230 15.469 21.540
55 H -7.513 14.954 20.475
56 C -3.041 20.390 29.020
57 H -6.423 16.088 18.550
58 H -7.854 15.293 26.096
59 C -3.578 20.655 27.583
60 H -0.927 13.630 25.314
61 H -2.599 19.680 23.694
62 C -5.910 20.976 24.586
63 O -9.394 18.972 23.531
64 N -7.471 18.294 22.684
65 H -1.373 20.100 28.158
66 H 0.040 18.034 26.850
67 N -3.385 14.424 21.117
68 H -4.829 17.936 19.017
69 H -8.546 15.627 23.531
70 H -3.060 17.400 26.313
71 H -0.606 18.191 25.179
72 H -2.334 13.351 26.844
73 H -4.510 8.446 26.620
74 O -3.700 9.061 24.221
75 C -8.769 18.370 22.695
76 H -2.480 11.553 20.967
77 H -2.743 11.258 29.004
78 H -4.274 16.474 27.357
79 C -4.836 16.545 25.358
80 H -1.567 19.962 22.377
81 H -1.451 13.984 29.117
82 H -2.868 21.152 26.922
83 H -3.622 11.328 24.094
84 O -4.121 12.820 27.426
85 H -4.638 14.403 25.602
86 N -4.416 9.437 26.448
87 H -5.054 19.842 29.727
88 H -3.941 18.473 29.574
89 O -3.512 12.710 22.701
90 C -0.287 19.863 26.084
91 H 0.305 14.869 22.530
92 H -4.534 17.237 20.564
93 H -3.176 14.167 29.541
94 C -2.161 11.564 28.135
95 H 0.292 21.227 27.407
96 H -3.992 20.897 22.150
97 H -0.989 13.495 23.579
98 C -2.775 12.926 27.745
99 H -10.337 14.891 26.023
100 O -2.199 18.074 22.635
101 N -6.952 21.696 24.459
102 H -4.940 22.675 25.107
103 C -3.616 19.948 21.768
104 H -8.766 16.287 27.125
105 H -7.047 22.691 24.603
106 N -9.396 17.723 21.728
107 N -0.240 18.570 26.041
108 C 0.216 14.945 24.478
109 H -5.874 16.296 25.580
110 H -1.125 11.687 28.450
111 H -4.492 10.200 27.105
112 H -4.718 17.944 26.924
113 H -4.392 19.187 21.847
114 H -5.856 14.295 20.330
115 H -4.237 16.331 19.019
116 H -10.150 17.298 24.695
117 C -6.292 16.405 19.585

Computed properties:
Highest occupied orbital energy (alpha / beta) (eV): 0.34 / -6.86
Molecular weight (g/mol): 706.9
2S+1: 2
Energy (hartree): -2478.32631
Charge: -1
Orbital gap (alpha / beta) (eV): 1.506 / 8.632

---

No. 3
ORCA calculation (the ωB97M-V functional and the def2-TZVPD basis) on 4 unconnected molecules or ions with the total composition C8H24O8.

Positions of all 40 atoms, in Å:
1 H 3.123 5.996 -1.642
2 H 3.551 8.885 1.118
3 O 1.319 -3.640 -4.100
4 H -8.130 -3.696 1.660
5 O 2.224 7.841 -1.948
6 H 1.387 -0.268 4.211
7 C 3.314 7.249 0.056
8 H -0.312 -0.821 2.823
9 C -7.392 -2.618 3.413
10 H 2.927 -2.268 -5.040
11 C 1.463 0.037 3.168
12 H -7.895 -1.651 3.400
13 C -7.197 -3.267 2.025
14 H 0.478 -0.459 1.307
15 H 2.268 7.394 0.329
16 H -8.911 -3.078 4.478
17 H -6.352 -2.513 3.721
18 H 4.203 7.355 -1.918
19 H 0.696 -2.966 -4.380
20 H 2.034 7.392 -2.775
21 O 3.972 8.405 0.401
22 H 3.472 -5.037 -4.221
23 H 4.594 -3.918 -4.243
24 H 3.008 -4.397 -6.526
25 H 1.007 -2.538 1.416
26 H 0.994 1.021 3.155
27 C 0.637 -0.899 2.292
28 H -7.181 -2.490 1.261
29 O 1.267 -2.182 2.269
30 O 3.878 -4.225 -6.160
31 H 3.053 -2.549 -3.351
32 O -8.027 -3.444 4.406
33 H 3.716 6.413 0.628
34 C 3.643 -4.097 -4.745
35 C 3.291 7.047 -1.406
36 C 2.673 -2.996 -4.270
37 O -6.155 -4.190 1.897
38 H -6.248 -4.681 2.716
39 O 2.790 0.193 2.685
40 H 2.819 -0.341 1.888

Computed properties:
Energy relative to the best compared isomer or geometry (same formula, charge and spin) (kJ/mol): 239.2
SMILES string: OCCO.OCCO.OCCO.OCCO
Highest occupied orbital energy (eV): -10.18
Molecular weight (g/mol): 248.3
Energy (hartree): -920.97576
Orbital gap (eV): 10.446

---

No. 4
ORCA calculation (the ωB97M-V functional and the def2-TZVPD basis) on C6H14 in the gas phase.

Positions of all 20 atoms, in Å:
1 H -2.890 -1.600 0.265
2 H -2.844 0.107 -0.517
3 H -0.475 2.252 1.003
4 H -0.009 2.505 -0.867
5 C 2.192 -0.824 -0.230
6 H -1.765 -1.356 -1.322
7 C -2.176 -0.899 -0.208
8 H 1.848 -1.348 -1.223
9 C -0.858 -0.694 0.631
10 H 0.008 -0.022 -1.228
11 H -1.673 1.825 -0.208
12 H -1.019 -0.385 1.714
13 C -0.565 1.810 -0.062
14 H 2.083 -1.603 0.611
15 H -0.199 -1.632 0.578
16 C 1.455 0.375 0.267
17 H 1.571 0.528 1.389
18 H 1.953 1.232 -0.154
19 H 3.381 -0.668 -0.278
20 C -0.018 0.396 -0.161

Computed properties:
Energy relative to the best compared isomer or geometry (same formula, charge and spin) (kJ/mol): 193.3
SMILES string: CCC(C)CC
Highest occupied orbital energy (eV): -10.50
Molecular weight (g/mol): 86.2
Energy (hartree): -236.93779
Orbital gap (eV): 11.676

---

No. 5
ORCA calculation (the ωB97M-V functional and the def2-TZVPD basis) on 2 unconnected molecules or ions with the total composition C10H11Cl2NO3.

Positions of all 27 atoms, in Å:
1 C 1.093 3.069 -2.118
2 C 0.026 0.489 -1.689
3 C -0.857 1.506 -1.785
4 C -0.306 -2.165 0.319
5 H -0.361 -0.522 -1.681
6 H 0.752 0.379 1.598
7 H -1.031 -2.574 -0.405
8 C -0.414 -2.903 1.652
9 C -0.366 2.945 -2.032
10 O 2.229 -0.323 -1.499
11 H 0.069 -3.890 1.666
12 O -1.142 3.882 -2.218
13 H -1.500 -3.008 1.840
14 Cl 3.619 2.223 -2.126
15 N -0.595 -0.762 0.493
16 C -0.430 -0.885 2.912
17 C 1.479 0.636 -1.692
18 C 1.954 2.017 -1.980
19 C -0.280 -0.012 1.665
20 H 0.708 -2.289 -0.114
21 H 0.027 -0.464 3.811
22 Cl -2.532 1.299 -1.637
23 H 1.490 4.054 -2.349
24 H -1.512 -1.010 3.056
25 H -0.963 0.836 1.694
26 H -1.345 -0.390 -0.075
27 O 0.190 -2.138 2.693

Computed properties:
SMILES string: O=C1C=C(Cl)C(=O)C=C1Cl.C1COCCN1
Highest occupied orbital energy (eV): -8.29
Molecular weight (g/mol): 264.1
Energy (hartree): -1588.43186
Orbital gap (eV): 6.200

---

No. 6
ORCA calculation (the ωB97M-V functional and the def2-TZVPD basis) on a molecular structure, C10H10BrIrN3O4SSbSe4.

Positions of all 35 atoms, in Å:
1 Se -1.098 5.440 0.247
2 H 0.437 2.286 -3.620
3 C 0.563 -0.065 2.553
4 H 4.280 -0.012 -0.293
5 H 0.317 0.092 3.608
6 N -0.566 2.220 -3.581
7 O -0.357 -0.458 1.829
8 H -0.858 4.145 -2.742
9 O 1.808 -0.390 -0.168
10 H 2.388 0.660 4.222
11 C 2.798 0.493 3.235
12 C 4.151 0.632 3.029
13 Se 0.120 1.989 -0.077
14 H -2.789 3.394 -1.699
15 C 2.479 -0.054 0.868
16 C 4.701 0.448 1.748
17 C -1.380 3.426 -3.378
18 H -1.630 3.882 -4.336
19 Se -3.890 2.498 0.811
20 H 5.764 0.583 1.609
21 C -2.618 2.881 -2.644
22 O 4.522 1.160 5.229
23 Br -2.608 -1.065 -0.283
24 Se -0.813 3.005 3.587
25 C 1.948 0.143 2.188
26 N 5.020 0.950 4.135
27 C -1.049 1.210 -2.831
28 N -2.260 1.485 -2.401
29 Sb -1.674 3.323 1.332
30 H -2.700 0.925 -1.673
31 C 3.889 0.114 0.707
32 H -3.527 2.937 -3.245
33 S -0.113 -0.219 -2.563
34 O 6.209 1.133 3.895
35 Ir -0.252 -0.403 -0.250

Computed properties:
Energy relative to the best compared isomer or geometry (same formula, charge and spin) (kJ/mol): 0.0
Highest occupied orbital energy (eV): -1.49
Molecular weight (g/mol): 978.0
Energy (hartree): -13774.94996
Charge: -2
Orbital gap (eV): 5.518

---

> Among the records above, which one has the highest molecular weight?

C10H10BrIrN3O4SSbSe4

---

> Among the records above, which one has the lowest molecular weight?

C6H14

---

> Look up the molecular weight of the third one.

248.3 g/mol

---

> molecular weight of number 2 (C23H70N12O12)?

706.9 g/mol